[1]
This record from OMol25 describes a molecular structure, C25H27CoN4O6. The level of theory is the ωB97M-V functional and the def2-TZVPD basis.

```
63
Properties=species:S:1:pos:R:3:lowdin_charge:R:1
H 4.354 -2.071 0.534 0.07
H 1.227 0.129 1.316 0.13
C -0.121 -1.820 2.122 -0.21
Co -1.418 -0.491 -0.098 0.80
C 1.577 -0.667 0.657 -0.10
C 5.056 -1.322 0.164 -0.09
C -1.522 -2.028 3.858 -0.02
H 4.034 -2.279 -4.796 0.11
H -0.571 -3.198 -2.728 0.07
H -5.711 2.973 0.736 0.13
H 1.464 1.783 -0.136 0.13
O -5.286 0.409 0.519 0.08
C 0.294 -2.796 -0.124 -0.57
H -0.569 -0.713 -2.222 0.05
C 1.386 -1.235 -2.938 -0.14
H -0.965 1.589 -1.596 0.10
C -4.764 3.128 1.234 0.01
H 5.579 -0.883 1.016 0.08
H -1.880 1.477 1.881 0.08
C -0.807 -2.437 -3.471 -0.08
C 0.932 -2.011 1.126 -0.11
C -4.501 4.316 1.897 0.02
C -4.150 0.832 0.462 -0.60
N -1.129 -0.931 1.884 0.01
H 5.244 -1.390 -2.831 0.12
H -2.906 -0.485 2.928 0.12
C 2.110 -1.762 -4.003 -0.03
H 5.788 -1.855 -0.443 0.07
H 3.809 0.457 -0.050 0.09
C -1.984 -1.052 2.900 -0.05
H 1.576 -2.101 -4.883 0.11
O -3.160 0.288 -0.168 -0.12
H 5.127 0.353 -1.170 0.11
H 2.639 -0.768 0.829 0.09
C 4.160 -1.370 -2.857 -0.04
H 1.276 1.477 -1.860 0.14
H -0.722 2.147 -0.087 0.08
C -3.818 2.111 1.207 -0.12
O 0.905 -3.755 -0.530 0.10
C 3.479 -0.820 -1.774 -0.15
C 0.949 1.162 -0.873 -0.19
H -0.502 -2.799 -4.453 0.07
H -1.418 3.601 3.109 0.12
H -5.217 5.124 1.924 0.12
C 3.488 -1.856 -3.963 -0.06
C 2.072 -0.796 -1.798 -0.13
C 4.358 -0.245 -0.678 -0.21
C -2.341 3.452 2.567 0.01
N -3.003 5.721 3.259 -0.35
C -3.291 4.455 2.550 -0.15
C -0.113 -1.119 -3.121 -0.19
H -0.299 -0.387 -3.913 0.12
H 1.701 -2.669 1.518 0.14
C -0.354 -2.516 3.362 0.01
O -1.876 5.886 3.681 0.07
H -2.027 -2.307 4.769 0.11
O -3.904 6.527 3.358 0.08
C -2.610 2.278 1.880 -0.04
N -0.510 1.379 -0.714 0.03
N 1.283 -0.244 -0.713 -0.10
H -1.890 -2.300 -3.489 0.08
O -0.813 -2.309 -0.555 -0.10
H 0.287 -3.271 3.789 0.12
```

## Properties
LUMO level (alpha / beta) = -0.60 / -2.64 eV
HOMO-LUMO gap (alpha / beta) = 8.3 / 6.4 eV
net charge = 0
max |F| = 0.0094 Eh/bohr
spin multiplicity = 5

[2]
This record from OMol25 describes 4 unconnected molecules or ions with the total composition C3H14O3S in a non-equilibrium geometry. The level of theory is the ωB97M-V functional and the def2-TZVPD basis.

```
21
Properties=species:S:1:pos:R:3:lowdin_charge:R:1
H 1.028 0.032 1.734 0.02
C -2.075 -2.629 -0.439 -0.17
H -0.939 2.772 -2.046 -0.01
H -2.027 -1.426 1.495 0.06
H -3.070 -0.708 0.466 0.08
H 1.020 1.396 0.472 0.06
H 2.359 5.992 -3.011 -0.02
O 2.505 5.139 -3.192 0.07
C -2.097 -1.263 0.397 -0.52
H 3.339 -3.083 2.323 0.09
H 3.324 -4.585 3.117 0.02
H -2.799 -3.468 -0.105 0.10
S -0.570 -0.373 -0.091 0.76
H -2.167 -2.425 -1.452 0.02
H -1.117 -3.146 -0.491 0.05
O 3.806 -3.783 2.915 -0.11
C 0.375 0.648 1.074 -0.45
O -1.728 2.971 -1.556 -0.15
H -1.550 2.064 -0.914 0.09
H -0.361 1.229 1.819 0.08
H 2.745 4.647 -2.516 -0.04
```

## Properties
LUMO level = 0.30 eV
SMILES = CCSC.O.O.O
HOMO-LUMO gap = 9.3 eV
net charge = 0
max |F| = 0.1362 Eh/bohr
relative energy (zero: lowest compared OMol25 entry of this formula, charge and spin) = 3.193 eV

[3]
This record from OMol25 describes a single C3H5NO2S molecule in a non-equilibrium geometry. The level of theory is the ωB97M-V functional and the def2-TZVPD basis.

```
12
Properties=species:S:1:pos:R:3:lowdin_charge:R:1
H -0.469 0.248 1.807 0.11
C -0.528 -0.151 0.796 -0.56
H 0.038 1.803 -0.006 0.13
N 0.805 0.056 -0.751 -0.13
O 1.922 0.520 -1.404 0.05
H -2.728 -0.519 1.376 -0.12
C -0.342 0.827 -0.339 -0.15
O 1.600 -1.597 0.787 0.10
S -1.883 -1.351 0.711 0.77
C 0.816 -0.777 0.364 -0.45
H 1.909 0.002 -2.241 0.13
H -1.138 0.940 -1.100 0.12
```

## Properties
LUMO level = 0.64 eV
SMILES = O=C1[C@H](S)CN1O
HOMO-LUMO gap = 10.3 eV
net charge = 0
max |F| = 0.0376 Eh/bohr
relative energy (zero: lowest compared OMol25 entry of this formula, charge and spin) = 2.435 eV

[4]
This record from OMol25 describes a single C4H8O3 molecule. The level of theory is the ωB97M-V functional and the def2-TZVPD basis.

```
15
Properties=species:S:1:pos:R:3:lowdin_charge:R:1
H -2.597 0.296 -0.450 0.12
C 0.659 -0.697 0.171 -0.37
O 1.208 -1.241 -0.769 0.09
O -1.123 1.675 0.015 -0.06
C 1.487 0.009 1.220 -0.21
C -0.846 -0.695 0.322 -0.10
H 2.915 -0.537 0.092 0.08
H -1.941 2.144 0.198 0.09
H -1.121 -0.596 1.379 0.13
H -1.215 0.336 -1.544 0.12
H 1.117 1.046 1.268 0.13
O 2.850 -0.054 0.933 -0.04
H -1.213 -1.645 -0.067 0.13
H 1.268 -0.457 2.195 0.14
C -1.507 0.413 -0.491 -0.25
```

## Properties
LUMO level = 0.56 eV
SMILES = O=C(CO)CCO
HOMO-LUMO gap = 10.7 eV
net charge = 0
max |F| = 0.0088 Eh/bohr
relative energy (zero: lowest compared OMol25 entry of this formula, charge and spin) = 1.358 eV

[5]
This record from OMol25 describes 2 unconnected molecules or ions with the total composition C5H2F3N3 in a non-equilibrium geometry. The level of theory is the ωB97M-V functional and the def2-TZVPD basis.

```
13
Properties=species:S:1:pos:R:3:lowdin_charge:R:1
C -1.080 0.880 3.156 -0.37
C 1.332 -0.222 -2.322 -0.20
H -0.199 -2.360 -0.565 0.13
C 0.092 -1.324 -0.670 -0.07
N 0.019 2.118 0.048 0.20
N 0.027 0.665 3.292 0.19
F -2.309 1.120 3.010 0.19
H 0.612 0.509 -2.702 0.15
C -0.192 0.991 0.081 -0.19
F 2.501 -0.119 -2.918 0.09
C -0.501 -0.385 0.094 -0.28
N 1.168 -1.114 -1.464 0.11
F -1.470 -0.757 0.961 0.05
```

## Properties
LUMO level = -0.17 eV
SMILES = N#C/C(F)=C\N=C\F.N#CF
HOMO-LUMO gap = 9.6 eV
net charge = 0
max |F| = 0.0299 Eh/bohr

[6]
This record from OMol25 describes a molecular structure, C22H26N2O2SSe3Si2TeZr. The level of theory is the ωB97M-V functional and the def2-TZVPD basis.

```
60
Properties=species:S:1:pos:R:3:lowdin_charge:R:1
C -1.240 -0.714 -3.363 -0.17
H 0.549 -3.136 -1.908 0.02
H 4.258 -1.640 -0.333 0.00
C 3.479 -2.220 -0.832 -0.27
Si 1.017 0.523 2.106 0.49
H -4.315 -2.954 -3.909 0.09
H -3.665 -2.288 -1.625 0.09
C -1.976 -1.131 -2.240 -0.58
H -0.277 -3.294 -0.355 -0.01
C -3.316 4.009 -0.283 -0.33
H -4.616 5.278 -1.185 0.08
H -1.933 1.377 1.298 0.04
C -3.447 -2.321 -3.762 -0.12
C -0.047 0.123 -3.029 -0.68
N -4.451 4.814 -0.306 0.09
H -2.283 5.042 -1.872 0.11
Se 5.287 2.048 -1.961 -0.25
C 2.285 -3.481 2.160 -0.12
H 2.478 1.395 3.930 0.01
H 2.202 -3.014 5.511 0.08
C -2.697 -1.908 -4.857 -0.12
C -3.090 -1.945 -2.477 -0.13
C -3.186 2.967 0.629 -0.01
C -1.135 3.432 -1.069 -0.17
C -0.528 0.770 3.223 -0.26
H 2.707 -4.771 3.828 0.08
H 1.507 -0.779 4.776 0.08
S -1.530 -0.692 -0.599 0.62
H -3.978 2.736 1.330 0.11
H -2.969 -2.214 -5.860 0.08
H 3.215 1.695 2.346 -0.01
H 2.515 -4.253 1.430 0.09
H -0.301 3.601 -1.736 0.07
C 2.272 1.693 2.896 -0.28
C 1.717 -1.538 4.027 -0.12
Te 3.055 4.997 0.860 -0.07
N -1.006 2.421 -0.204 -0.07
C -2.035 2.206 0.619 -0.18
Se 3.588 1.183 -0.685 -0.18
H -0.876 1.807 3.201 0.01
H -5.283 4.377 0.056 0.08
C 0.703 -3.262 -0.833 -0.26
Se 2.127 3.076 -0.461 -0.30
H -0.278 0.531 4.261 0.01
C 2.397 -3.780 3.509 -0.13
O -0.229 1.343 -2.705 -0.12
C 1.884 -2.212 1.718 -0.30
H 1.905 2.722 2.896 -0.02
H 3.709 -3.282 -0.693 0.01
H -1.354 0.117 2.924 0.01
H 3.523 -1.995 -1.900 0.02
H 1.207 -4.222 -0.669 0.01
C -2.249 4.241 -1.144 -0.01
Si 1.751 -1.828 -0.147 0.46
H -0.974 -0.782 -5.480 0.11
C -1.584 -1.106 -4.645 -0.04
Zr 0.757 0.698 -0.732 0.87
C 2.113 -2.797 4.451 -0.13
O 1.053 -0.439 -2.794 -0.09
C 1.589 -1.222 2.667 -0.31
```

## Properties
LUMO level = 4.03 eV
HOMO-LUMO gap = 5.4 eV
net charge = -2
max |F| = 0.0144 Eh/bohr
relative energy (zero: lowest compared OMol25 entry of this formula, charge and spin) = 1.636 eV